The following is a DFT calculation (the ωB97M-V functional and the def2-TZVPD basis) of a 6-piece molecular cluster, C44H60N6OPS2 overall.

E_LUMO	1.97	eV
net charge	-1
gap between HOMO and LUMO	5.25	eV
strongest force on any atom	3.55	eV/Å

Geometry as XYZ:
```
114
C44H60N6OPS2, DFT the ωB97M-V functional and the def2-TZVPD basis
C 0.424 -2.692 3.276
C 0.632 -1.612 2.130
C -0.339 -1.782 0.903
C -1.875 -1.693 1.256
N -2.512 -0.381 0.961
C -2.412 0.005 -0.473
C -1.403 1.190 -0.749
C -1.859 2.599 -0.177
C -0.764 3.234 0.813
P -0.557 2.261 2.454
C 1.343 2.690 2.587
O 1.462 4.097 2.906
C 2.216 4.859 2.075
C 2.599 4.615 0.686
C 3.394 5.552 -0.136
C 3.840 6.821 0.433
C 3.499 7.083 1.843
C 2.710 6.144 2.657
C -3.866 -0.384 1.414
S -4.823 0.985 1.431
S -4.653 -1.928 2.052
C -6.104 -1.467 3.081
C -5.751 -1.001 4.561
C -4.296 -0.433 4.760
H -0.009 -3.650 2.867
H -0.293 -2.238 4.021
H 1.380 -2.861 3.841
H 1.680 -1.780 1.732
H 0.607 -0.602 2.610
H 0.002 -1.087 0.094
H -0.162 -2.840 0.503
H -2.389 -2.523 0.679
H -1.964 -1.855 2.369
H -2.039 -0.881 -1.075
H -3.396 0.307 -0.920
H -1.332 1.278 -1.890
H -0.348 0.967 -0.416
H -1.875 3.303 -1.068
H -2.892 2.616 0.249
H -1.111 4.284 1.037
H 0.172 3.319 0.194
H -0.162 1.068 1.718
H -0.519 1.505 3.714
H -0.917 3.468 3.216
H -1.965 1.874 2.344
H 1.691 2.113 3.503
H 1.946 2.305 1.728
H 2.286 3.668 0.195
H 3.608 5.250 -1.194
H 4.414 7.534 -0.215
H 3.840 8.065 2.268
H 2.512 6.454 3.706
H -6.732 -2.402 3.153
H -6.753 -0.689 2.600
H -5.873 -1.908 5.225
H -6.498 -0.231 4.898
H -4.068 0.469 4.127
H -3.493 -1.185 4.554
H -4.185 -0.083 5.829
N -9.605 -3.791 -0.627
C -9.247 -2.508 -0.496
C -7.931 -2.075 -0.445
C -6.926 -3.024 -0.530
C -7.270 -4.360 -0.664
C -8.616 -4.688 -0.709
H -10.069 -1.803 -0.430
H -7.699 -1.022 -0.341
H -5.886 -2.726 -0.493
H -6.512 -5.130 -0.733
H -8.936 -5.720 -0.816
N 5.775 9.007 -1.538
C 6.130 10.012 -0.731
C 6.704 11.192 -1.175
C 6.928 11.341 -2.534
C 6.570 10.313 -3.391
C 5.998 9.174 -2.845
H 5.938 9.847 0.325
H 6.970 11.974 -0.475
H 7.376 12.249 -2.922
H 6.729 10.392 -4.459
H 5.698 8.344 -3.475
N 0.923 -4.818 -0.499
C 1.339 -6.065 -0.248
C 1.501 -7.035 -1.223
C 1.213 -6.700 -2.536
C 0.778 -5.415 -2.822
C 0.653 -4.518 -1.774
H 1.549 -6.281 0.795
H 1.844 -8.028 -0.961
H 1.326 -7.431 -3.328
H 0.543 -5.116 -3.836
H 0.319 -3.499 -1.948
N 4.496 -8.154 0.316
C 4.870 -6.873 0.447
C 6.191 -6.457 0.503
C 7.185 -7.418 0.422
C 6.825 -8.749 0.287
C 5.476 -9.061 0.238
H 4.057 -6.158 0.509
H 6.434 -5.408 0.607
H 8.230 -7.133 0.463
H 7.574 -9.528 0.222
H 5.146 -10.089 0.130
N -0.934 0.466 -4.218
C 0.266 0.006 -4.585
C 0.602 -0.319 -5.890
C -0.362 -0.163 -6.873
C -1.615 0.311 -6.517
C -1.847 0.610 -5.184
H 0.985 -0.103 -3.780
H 1.592 -0.686 -6.130
H -0.140 -0.407 -7.906
H -2.393 0.446 -7.257
H -2.811 0.987 -4.856
```